45
Properties=species:S:1:pos:R:3:forces:R:3 method="wB97M-V/def2-TZVPD" total_charge=+1 e_homo_ev=-11.459 gap_ev=7.45
Rh 1.92083 -0.98007 -0.60213 -0.01 0.03 -0.10
S 0.88143 -4.52799 1.78826 -0.02 -0.01 -0.03
C 1.86411 -5.07593 0.50424 0.02 0.00 0.03
C 2.30603 -4.06826 -0.30800 -0.02 0.01 -0.02
C 1.81796 -2.80940 0.11884 0.01 0.02 0.03
C 1.03037 -2.91175 1.23756 0.01 -0.01 0.02
C 0.54384 -1.68364 1.80685 0.02 -0.02 0.00
C -0.20399 -1.51007 2.96529 -0.01 0.02 0.01
C -0.52278 -0.23246 3.37942 0.00 -0.01 0.00
C -0.08520 0.86342 2.64225 0.00 0.00 0.00
C 0.64401 0.63689 1.49741 -0.01 0.02 -0.02
N 0.92960 -0.60191 1.08134 -0.03 0.00 0.03
H 2.07645 -6.12969 0.41477 0.01 0.00 0.00
H 2.95139 -4.23717 -1.15787 0.00 0.00 0.00
H -0.51251 -2.37792 3.53127 0.00 0.00 0.00
H -1.09840 -0.08508 4.28338 0.00 0.00 0.00
H -0.29442 1.87646 2.95162 0.00 0.00 0.00
H 1.02735 1.44634 0.89332 0.00 0.00 -0.02
F 3.90894 -1.30571 1.38809 0.01 0.01 0.01
C 3.62335 -0.63866 0.27426 0.00 -0.06 0.00
F 4.52784 -0.97796 -0.67406 0.01 0.00 0.01
F 3.77681 0.66913 0.54164 0.00 0.00 0.00
C -4.33488 1.23502 -0.16673 0.00 0.00 0.00
C -2.92757 1.35696 -0.67306 -0.01 -0.03 -0.01
C -2.24338 0.24809 -1.16684 0.00 -0.01 0.02
C -0.93785 0.33709 -1.61381 0.04 -0.01 0.06
C -0.30513 -0.90342 -2.19678 0.08 -0.04 -0.04
C -0.29723 1.59238 -1.58471 0.05 0.02 -0.01
C 1.10338 1.73060 -1.98131 0.02 0.02 0.02
O 1.99162 0.92490 -1.71615 -0.03 -0.06 0.05
C -0.98725 2.73782 -1.14656 -0.04 0.00 0.01
C -0.38134 4.11903 -1.11005 -0.01 0.00 -0.02
C -2.28580 2.58812 -0.68089 0.03 0.03 0.00
H -4.70011 0.21280 -0.24124 0.00 0.00 0.00
H -5.00532 1.88065 -0.73520 0.00 0.00 0.00
H -4.39497 1.54621 0.87721 0.00 0.00 0.00
H -2.75293 -0.70766 -1.21668 0.00 0.00 0.00
H -1.05803 -1.47687 -2.73708 0.03 -0.02 -0.04
H 0.03844 -1.63348 -1.43513 -0.07 0.07 0.10
H 0.50340 -0.69148 -2.89523 -0.06 0.01 -0.07
H 1.40380 2.62171 -2.54219 -0.03 0.01 0.00
H 0.65674 4.16522 -1.42536 0.01 0.00 0.01
H -0.42988 4.52434 -0.09879 0.00 -0.01 0.00
H -0.95419 4.78970 -1.75136 0.00 0.00 0.00
H -2.81455 3.46369 -0.31983 0.00 0.00 0.00

99
Properties=species:S:1:pos:R:3:forces:R:3 method="wB97M-V/def2-TZVPD" total_charge=-1 e_homo_ev="0.518 / -7.036" spin_multiplicity=2 gap_ev="1.49 / 8.98"
C -3.67923 -4.39788 0.51570 -0.35 0.06 -0.13
C -2.27360 -3.80882 0.52046 -0.14 -0.42 -1.00
O -1.41780 -4.88008 0.18739 0.02 -0.87 0.34
H -4.48516 -3.66962 0.60641 0.19 0.20 0.40
H -3.78907 -5.18690 1.25966 0.09 0.26 0.38
H -3.91098 -4.92148 -0.41179 0.47 0.13 -0.34
H -1.97396 -3.31825 1.44655 -0.27 -0.10 0.32
H -2.11130 -3.09396 -0.28623 -0.62 0.61 0.00
H -0.51597 -4.55479 0.23718 0.59 0.16 0.01
C 3.67668 1.78236 -0.41935 -0.57 0.24 -0.39
C 4.35931 1.79462 -1.82037 -0.49 0.70 1.26
O 5.73948 2.17760 -1.66115 -0.35 -0.40 -0.64
H 3.16103 2.74259 -0.40632 -0.20 -0.04 0.58
H 4.30466 1.73800 0.47047 0.66 0.09 -0.48
H 2.93514 1.01055 -0.21312 -0.13 -0.13 -0.57
H 3.89412 2.61825 -2.36198 -0.26 -0.09 -0.17
H 4.15594 0.92903 -2.45084 0.67 -0.47 0.30
H 5.72795 3.06103 -2.03669 0.64 0.04 0.11
C 0.58192 -1.89717 -3.67547 1.83 1.75 0.24
C 2.08503 -1.40115 -3.61538 -1.35 -1.06 0.06
O 2.63822 -1.88151 -2.39020 -0.56 0.28 -0.05
H 0.05597 -1.42002 -2.84855 0.06 -0.39 0.26
H 0.57752 -2.98445 -3.59863 -0.38 0.19 -0.34
H 0.13233 -1.40073 -4.53541 -0.14 -0.78 -0.43
H 2.16785 -0.31902 -3.71656 -0.20 0.22 0.28
H 2.67509 -1.81881 -4.43116 -0.13 -0.15 -0.22
H 3.57345 -2.01135 -2.56368 0.42 0.18 0.10
C -5.76291 0.77771 2.48077 -1.59 1.79 0.82
C -4.42136 0.42187 3.02884 -1.03 -0.37 -0.92
O -3.86329 -0.32232 1.99960 1.74 -1.49 -0.26
H -6.31993 -0.06887 2.07937 0.42 -0.19 0.02
H -5.75311 1.57823 1.74106 0.28 -0.16 -0.25
H -6.36573 1.17733 3.29626 -0.39 0.16 0.17
H -4.64771 -0.21436 3.88445 0.84 0.00 0.33
H -3.74806 1.26136 3.20213 -0.41 0.25 0.79
H -3.51018 0.33074 1.39097 0.06 -0.10 -0.81
C 2.37513 -3.38166 2.52827 3.57 -0.17 0.76
C 0.98471 -3.46348 2.12471 0.34 -0.56 -0.55
O 1.08089 -3.68037 0.70963 -1.39 -0.43 0.14
H 2.65632 -3.34513 3.58074 -0.56 0.10 0.31
H 2.91719 -2.56212 2.05645 -0.37 0.49 -0.03
H 2.92834 -4.23239 2.13037 -0.15 -0.41 0.05
H 0.52456 -2.53067 2.45063 -0.89 -0.26 -0.39
H 0.58028 -4.38928 2.53390 -0.71 0.38 0.12
H 1.21603 -2.81903 0.30784 0.26 0.72 -0.24
C -4.89981 -0.49360 -1.72773 0.74 -0.87 0.85
C -3.57557 0.26226 -1.63443 -1.68 1.10 -0.87
O -3.53230 1.08056 -0.46488 0.19 -0.85 -0.15
H -4.86196 -1.23168 -0.92654 -0.55 -0.22 0.05
H -4.97971 -1.02318 -2.67708 0.14 -0.04 -0.06
H -5.78923 0.12670 -1.61700 0.29 0.24 0.12
H -3.67791 0.94993 -2.47391 0.84 0.13 -0.31
H -2.69005 -0.36176 -1.75511 -0.04 -0.17 0.11
H -3.02101 1.84010 -0.75346 0.21 0.80 0.46
C -0.49092 1.12144 4.15484 1.90 -0.23 -1.14
C 0.16754 1.70850 5.38907 -0.32 -3.03 -0.45
O -0.55818 2.81414 5.60374 -1.30 3.91 1.45
H -1.57978 1.16996 4.16582 0.20 -0.38 0.16
H -0.04103 0.19579 3.79583 -0.53 -0.55 0.41
H -0.11920 1.79394 3.38175 -0.57 0.33 -0.31
H 1.23033 1.89418 5.23387 -0.02 0.14 0.11
H -0.01270 1.10240 6.27691 0.86 -0.81 0.02
H -1.26990 2.51906 6.17645 -0.23 0.64 -0.10
C 0.29225 4.36140 -3.66574 0.60 0.00 -0.86
C 0.47068 2.89890 -3.24178 -1.71 0.05 -0.12
O -0.63354 2.47530 -2.39948 1.33 -1.18 -1.03
H -0.28461 4.48365 -4.58247 -0.70 -0.53 0.17
H 1.22217 4.78117 -4.04935 0.48 0.21 0.67
H -0.18066 5.01069 -2.92894 0.34 -0.15 0.22
H 1.46185 2.57338 -2.92600 0.17 0.71 1.24
H 0.44129 2.26652 -4.12910 -0.72 -0.02 -0.32
H -0.97983 3.10674 -1.76467 0.08 0.80 -0.05
C 5.42008 -1.69367 -0.37581 -0.34 1.46 0.18
C 5.60684 -2.65347 -1.47965 -1.17 -0.79 0.44
O 5.26399 -1.97877 -2.71703 1.54 -0.94 0.44
H 5.25313 -2.08753 0.62674 0.40 -0.19 -0.11
H 4.54432 -1.10161 -0.64157 0.01 0.30 0.35
H 6.31878 -1.08429 -0.47119 -0.20 0.67 0.87
H 4.87448 -3.45002 -1.34832 0.38 -0.41 -0.44
H 6.64290 -2.96477 -1.34635 -0.02 -0.70 -1.12
H 5.99646 -1.36672 -2.81936 -0.17 0.51 -0.52
C -0.40588 -0.16937 0.95358 -0.65 0.37 0.31
C 0.31639 -0.53142 -0.29802 -1.21 0.17 0.35
O 1.55294 -1.06981 0.04418 0.99 -0.21 0.58
H 0.21343 0.41558 1.63358 -0.07 -0.25 0.07
H -0.81488 -1.09013 1.36956 0.27 0.13 0.66
H -1.29442 0.40971 0.70208 0.00 0.21 -0.04
H 0.39150 0.34346 -0.94380 0.08 -0.17 -0.42
H -0.33292 -1.32687 -0.66375 0.08 0.07 -1.15
H 2.04613 -1.22315 -0.76505 0.39 -0.23 -0.66
C -0.44904 3.68230 0.83350 -0.68 0.84 0.02
C -1.83683 4.23871 0.52917 -0.18 -0.54 2.34
O -2.40253 3.74454 -0.60569 0.39 -1.03 -2.79
H -0.42890 3.70378 1.92311 0.64 0.00 0.11
H 0.31660 4.32838 0.40397 0.23 -0.18 0.08
H -0.31547 2.65158 0.50508 -0.13 0.07 -0.09
H -1.97704 5.31940 0.55257 0.77 0.30 0.09
H -2.54069 3.86235 1.27149 0.30 0.20 1.13
H -3.22323 4.23953 -0.66089 -1.15 0.33 -0.85